# 1
Computed, not measured: a single C6H13N3 molecule, with ωB97M-V/def2-TZVPD.

```
22
Properties=species:S:1:pos:R:3:lowdin_charge:R:1
C 2.702 -0.121 -0.860 0.01
C 1.862 0.596 -0.134 -0.15
C 0.732 0.030 0.692 -0.36
N 0.906 -1.344 1.123 0.04
C -0.617 0.123 -0.102 -0.59
N -0.528 -0.805 -1.217 0.09
N -0.905 1.470 -0.584 0.08
C -1.733 -0.350 0.799 -0.12
C -2.939 0.181 0.832 0.02
H 2.639 -1.196 -0.914 0.06
H 3.493 0.335 -1.432 0.05
H 1.963 1.674 -0.103 0.10
H 0.626 0.651 1.595 0.14
H 0.709 -1.957 0.338 0.07
H 1.862 -1.498 1.426 0.08
H 0.178 -0.489 -1.875 0.07
H -1.419 -0.836 -1.699 0.09
H -0.155 1.801 -1.182 0.07
H -1.005 2.114 0.192 0.08
H -1.461 -1.196 1.411 0.10
H -3.205 1.017 0.207 0.05
H -3.706 -0.202 1.484 0.05
```

LUMO ... 1.0 eV
HOMO ... -0.33884 Ha
Kohn-Sham gap ... 10.221 eV



# 2
Computed, not measured: a molecular structure, C6H13N3 at a distorted geometry, with ωB97M-V/def2-TZVPD.

```
22
Properties=species:S:1:pos:R:3:lowdin_charge:R:1
C 1.799 1.682 1.118 -0.10
C 0.999 0.518 0.736 -0.32
C -0.519 1.121 0.820 -0.19
C -1.289 0.084 0.415 -0.34
C -1.953 -1.287 -1.485 -0.09
C 1.263 -0.429 -0.497 -0.43
H 1.285 1.757 2.172 0.11
H 1.576 2.651 0.416 0.14
H 2.778 1.583 1.133 0.01
H 1.066 -0.404 1.404 0.16
H -0.649 2.263 0.483 0.16
H -0.664 0.935 2.170 0.21
H -1.245 -0.877 1.086 0.15
H -2.414 0.428 0.597 0.16
H -1.407 -2.131 -2.328 0.18
H -2.146 -1.883 -0.550 0.07
H -2.977 -1.010 -1.495 0.06
H 0.278 -1.457 -1.712 0.05
H 2.510 -1.490 -1.694 0.11
N -0.998 -0.400 -0.945 -0.23
N 0.205 -1.086 -0.876 0.02
N 2.501 -0.569 -0.971 0.08
```

LUMO ... 0.8 eV
HOMO ... -0.29757 Ha
Kohn-Sham gap ... 8.880 eV



# 3
Computed, not measured: a single C6H13N3 molecule at a distorted geometry, with ωB97M-V/def2-TZVPD.

```
22
Properties=species:S:1:pos:R:3:lowdin_charge:R:1
H -1.143 3.195 -0.963 0.05
N -0.622 2.369 -1.248 0.12
C -0.271 1.614 -0.300 -0.23
C 0.385 0.297 -0.555 -0.45
C 1.254 0.321 -1.807 -0.06
C 1.166 -0.137 0.625 -0.15
N 0.701 -1.010 1.430 -0.04
N 1.383 -1.326 2.555 0.00
C -0.937 -0.767 -0.712 -0.16
C -2.027 -0.757 0.344 -0.13
H -0.528 1.788 0.754 0.12
H 0.770 0.832 -2.637 0.07
H 2.199 0.835 -1.619 0.08
H 1.468 -0.686 -2.144 0.08
H 2.168 0.291 0.758 0.13
H 0.793 -1.755 3.248 0.08
H 2.031 -0.637 2.923 0.09
H -0.498 -1.756 -0.808 0.10
H -1.358 -0.437 -1.663 0.10
H -2.488 0.231 0.426 0.07
H -1.637 -1.044 1.324 0.05
H -2.808 -1.461 0.067 0.07
```

LUMO ... 1.0 eV
HOMO ... -0.32190 Ha
Kohn-Sham gap ... 9.732 eV



# 4
Computed, not measured: a single C6H13N3 molecule at a distorted geometry, with ωB97M-V/def2-TZVPD.

```
22
Properties=species:S:1:pos:R:3:lowdin_charge:R:1
C 2.708 0.341 -0.209 0.04
C 1.543 -0.265 0.042 -0.37
C 0.757 0.118 1.257 -0.18
N -0.458 0.430 1.324 0.10
C -1.347 0.634 -0.011 -0.45
C -1.170 2.101 -0.364 -0.06
N -2.680 0.343 0.381 0.02
N 0.940 -1.143 -0.857 -0.07
C 0.293 -2.341 -0.355 -0.10
H 3.272 0.142 -1.108 0.05
H 3.092 1.098 0.453 0.05
H 1.360 0.158 2.172 0.11
H -1.093 0.012 -0.875 0.12
H -1.814 2.343 -1.206 0.08
H -1.417 2.720 0.492 0.07
H -0.139 2.288 -0.647 0.07
H -2.919 0.922 1.182 0.07
H -2.789 -0.625 0.666 0.07
H 1.530 -1.332 -1.658 0.12
H -0.345 -2.755 -1.143 0.08
H 1.010 -3.113 -0.034 0.08
H -0.334 -2.077 0.496 0.07
```

LUMO ... 1.0 eV
HOMO ... -0.30911 Ha
Kohn-Sham gap ... 9.377 eV



# 5
Computed, not measured: a single C6H13N3 molecule at a distorted geometry, with ωB97M-V/def2-TZVPD.

```
22
Properties=species:S:1:pos:R:3:lowdin_charge:R:1
C -2.059 -1.153 0.075 0.05
C -0.961 -0.426 -0.101 -0.19
C 0.280 -0.972 -0.624 -0.40
N 0.234 -2.093 -1.447 0.13
N 1.371 -0.422 -0.223 -0.02
N 2.582 -0.972 -0.606 0.01
C -0.784 1.094 0.514 -0.36
C -0.180 2.102 -0.451 -0.09
C -0.079 1.078 1.862 -0.09
H -2.964 -0.715 0.469 0.06
H -2.085 -2.221 -0.099 0.06
H 1.006 -2.166 -2.095 0.08
H -0.663 -2.267 -1.871 0.08
H 2.621 -1.989 -0.560 0.07
H 3.315 -0.559 -0.043 0.07
H -1.831 1.362 0.677 0.12
H -0.667 2.049 -1.423 0.08
H -0.303 3.111 -0.057 0.07
H 0.883 1.919 -0.586 0.06
H -0.536 0.345 2.524 0.08
H 0.973 0.835 1.735 0.06
H -0.153 2.060 2.331 0.07
```

LUMO ... 1.0 eV
HOMO ... -0.29186 Ha
Kohn-Sham gap ... 8.930 eV



# 6
Computed, not measured: 2 unconnected molecules or ions with the total composition C6H13N3 at a distorted geometry, with ωB97M-V/def2-TZVPD.

```
22
Properties=species:S:1:pos:R:3:lowdin_charge:R:1
C 1.973 2.048 -1.454 -0.20
C 2.211 -0.168 -0.357 -0.02
C 1.718 3.229 -0.957 0.11
C -1.327 0.227 0.458 0.16
C 1.288 -2.344 -0.266 -0.04
C -3.276 -0.607 1.511 0.01
N 1.958 0.910 -0.739 0.18
N 2.080 -1.273 0.259 0.03
N -2.529 -0.177 0.279 0.06
H 2.361 1.805 -2.527 0.18
H 1.457 3.392 0.093 0.10
H 1.638 4.072 -1.674 0.11
H -0.909 0.249 1.392 0.10
H -0.695 0.541 -0.352 0.10
H 0.932 -2.136 -1.394 0.16
H 0.292 -2.404 0.348 0.12
H 1.842 -3.231 -0.341 0.08
H -3.551 -1.731 1.483 0.15
H -2.803 -0.348 2.480 0.12
H -4.331 -0.419 1.329 0.10
H 2.723 -1.570 1.003 0.20
H -3.052 -0.065 -0.576 0.18
```

Net charge ... +2
LUMO ... -8.5 eV
HOMO ... -0.64256 Ha
Kohn-Sham gap ... 8.995 eV



# 7
Computed, not measured: a gas-phase ion, C6H13N4 (charge +1), with ωB97M-V/def2-TZVPD.

```
23
Properties=species:S:1:pos:R:3:lowdin_charge:R:1
C 2.593 -0.404 0.953 -0.08
C 2.042 0.848 0.259 -0.23
C 0.521 0.936 0.182 -0.17
C -0.136 -0.342 -0.342 -0.28
C 0.208 -0.682 -1.784 -0.01
N -1.616 -0.187 -0.225 -0.07
N -2.465 -0.039 -1.186 0.15
N -3.678 0.073 -0.665 0.11
C -3.544 0.059 0.643 -0.06
N -2.254 -0.131 0.945 0.18
H 3.418 -0.144 1.610 0.08
H 2.981 -1.126 0.236 0.08
H 1.848 -0.912 1.564 0.07
H 2.381 1.733 0.795 0.11
H 2.451 0.943 -0.745 0.11
H 0.119 1.183 1.169 0.11
H 0.225 1.747 -0.487 0.13
H 0.085 -1.190 0.307 0.14
H 0.145 -1.751 -1.968 0.10
H -0.449 -0.178 -2.486 0.08
H 1.224 -0.360 -1.989 0.09
H -4.324 0.139 1.381 0.15
H -1.776 -0.211 1.833 0.20
```

Net charge ... +1
LUMO ... -4.5 eV
HOMO ... -0.55999 Ha
Kohn-Sham gap ... 10.724 eV



# 8
Computed, not measured: a molecular structure, C6H13N4 at a distorted geometry, with ωB97M-V/def2-TZVPD.

```
23
Properties=species:S:1:pos:R:3:lowdin_charge:R:1
C -0.862 -1.389 -0.009 -0.09
C 1.832 -0.235 -1.418 0.00
C 1.964 -0.926 1.019 -0.01
C 1.429 1.460 0.400 -0.03
C -3.712 0.616 0.008 0.02
C 1.282 -0.005 -0.004 -0.59
N -2.169 -1.166 -0.010 0.22
N -1.399 0.915 -0.004 0.30
N -0.108 -0.337 -0.002 0.12
N -2.359 0.128 -0.004 -0.26
H -0.498 -2.404 -0.006 0.15
H 1.354 0.430 -2.132 0.10
H 2.896 -0.024 -1.421 0.10
H 1.683 -1.263 -1.738 0.09
H 1.506 -0.821 2.000 0.10
H 1.912 -1.967 0.712 0.09
H 3.009 -0.646 1.097 0.10
H 2.476 1.738 0.401 0.10
H 0.901 2.099 -0.300 0.08
H 1.027 1.627 1.394 0.09
H -4.265 0.100 0.794 0.11
H -3.711 1.692 0.170 0.11
H -4.188 0.376 -0.945 0.11
```

Net charge ... +1
LUMO (alpha / beta) ... -4.6 / -8.1 eV
HOMO (alpha / beta) ... -0.43270 / -0.56264 Ha
Kohn-Sham gap (alpha / beta) ... 7.139 / 7.221 eV
Multiplicity ... 3
⟨S²⟩ ... 2.06